{
  "formula": "C6H10",
  "method": "ωB97M-V/def2-TZVPD",
  "species": ["C", "C", "C", "C", "C", "C", "H", "H", "H", "H", "H", "H", "H", "H", "H", "H"],
  "xyz": [[2.078, -0.100, 0.031], [0.596, -0.237, 0.378], [-0.803, -1.211, -0.795], [-1.926, -0.350, -0.425], [-1.625, 0.776, 0.226], [-0.172, 1.039, 0.497], [2.581, 0.573, 0.752], [2.203, 0.343, -0.961], [2.636, -1.045, 0.070], [0.500, -0.825, 1.321], [-0.766, -1.446, -1.878], [-0.164, -1.750, -0.147], [-2.933, -0.518, -0.820], [-2.376, 1.507, 0.493], [0.209, 1.764, -0.232], [-0.035, 1.481, 1.489]],
  "orbital_gap_ev": 9.091,
  "e_lumo_ev": 1.19,
  "homo_energy_ev": -7.90
}